282
Properties=species:S:1:pos:R:3:forces:R:3 method="wB97M-V/def2-TZVPD" spin_multiplicity=1 e_homo_ev=-8.3 gap_ev=8.4 largest_force_ha_per_bohr=0.08464
C -7.639600 -0.929122 2.224018 1.5 1.5 -0.9
O -7.267876 0.098274 2.792321 -0.8 -1.2 -0.1
N -6.993845 -1.359147 1.088382 -0.1 -1.1 -1.0
C -7.422543 -2.532517 0.291925 0.0 0.0 0.9
C -5.849677 -0.677823 0.494022 -0.1 0.6 0.1
H -8.504569 -1.546525 2.511862 0.2 0.0 0.1
H -8.404935 -2.868706 0.623553 0.0 0.0 0.0
H -6.724924 -3.361799 0.409016 0.1 0.0 0.3
H -7.465783 -2.381101 -0.786643 -0.1 0.7 0.0
H -6.124967 -0.224040 -0.458032 -0.3 0.2 0.0
H -5.453409 0.106323 1.139157 -0.2 -0.2 0.1
H -5.024654 -1.334883 0.218899 -0.1 -0.5 0.4
C -6.155130 4.983484 -0.154239 0.8 -1.6 -1.3
O -5.952569 4.645212 -1.326687 -0.3 0.7 1.3
N -5.853626 4.192097 0.908709 -0.4 0.8 -0.8
C -6.224808 4.627578 2.203739 -0.6 0.2 1.8
C -5.165369 2.923380 0.869995 0.0 -0.5 0.2
H -6.580360 5.951493 0.152904 -0.1 -0.1 -0.2
H -6.695711 3.844523 2.798020 0.0 -0.5 -0.2
H -6.993864 5.399799 2.221668 0.2 0.2 -0.5
H -5.400685 4.963087 2.833314 0.4 0.2 -0.2
H -5.777957 2.214724 1.427343 0.0 -0.1 0.1
H -4.999351 2.480387 -0.111994 -0.2 0.6 -0.2
H -4.210735 3.031328 1.384900 0.1 -0.1 -0.1
C 4.020766 2.640236 -6.194199 1.0 1.4 0.0
O 4.719887 3.286100 -5.416705 -0.6 -0.8 -0.1
N 2.676429 2.595038 -6.175622 0.3 -0.1 0.5
C 1.916571 2.114441 -7.312446 -0.3 -0.7 1.0
C 1.951417 3.132973 -5.031725 -0.5 -0.3 0.3
H 4.494732 2.143913 -7.055139 -0.3 -0.2 0.0
H 1.304863 1.311858 -6.900421 -0.5 -0.1 -0.4
H 2.538980 1.669335 -8.088707 0.2 0.4 0.1
H 1.277927 2.907778 -7.700833 0.0 0.0 -0.2
H 1.442277 4.062882 -5.284984 0.4 0.4 0.2
H 1.157628 2.486153 -4.658070 -0.2 -0.6 -0.7
H 2.549135 3.171516 -4.121044 0.5 0.6 -0.5
C 7.009374 -1.629802 -2.834225 -1.3 -0.1 -0.5
O 7.507969 -1.569419 -3.933319 0.9 0.4 -0.8
N 6.673957 -2.786608 -2.242360 -0.5 0.4 -0.3
C 5.833675 -2.839922 -1.042286 1.2 0.0 -0.8
C 6.999924 -4.046360 -2.909725 0.9 -0.1 0.9
H 6.632274 -0.715182 -2.351036 0.3 -0.1 0.6
H 4.817971 -2.951195 -1.421854 -0.2 -0.3 0.8
H 5.975274 -1.951471 -0.426891 -0.3 0.2 -0.3
H 6.262340 -3.642234 -0.441748 -0.8 -0.3 0.1
H 6.201822 -4.786192 -2.971260 -0.4 0.4 0.3
H 7.435518 -3.941628 -3.903401 -0.1 0.5 0.3
H 7.766969 -4.412289 -2.227196 0.2 -0.9 -0.4
C 6.849002 -3.282926 3.628128 -0.9 0.6 -0.4
O 6.395861 -3.534559 2.523230 0.4 -0.3 0.1
N 6.350027 -2.277277 4.388338 0.6 0.2 0.4
C 6.909568 -1.960317 5.678520 -0.5 -1.4 1.5
C 5.288725 -1.393207 3.892369 0.8 -1.0 -0.8
H 7.662065 -3.843385 4.114979 0.0 0.0 -0.1
H 7.568015 -2.721949 6.096218 0.7 -0.2 -1.0
H 6.127133 -2.192430 6.401020 -0.5 1.1 0.3
H 7.402332 -1.004657 5.857424 -0.4 0.2 -0.5
H 5.747169 -0.775413 3.120188 -0.2 0.8 0.3
H 4.587566 -1.970249 3.289461 -0.3 -0.3 0.4
H 4.794537 -0.874348 4.713752 0.4 -0.1 -0.2
C -2.253947 -5.991554 -0.488344 1.8 -0.4 0.8
O -1.222302 -6.058617 0.228617 -2.6 0.3 -1.2
N -2.302256 -6.219686 -1.796361 0.8 0.0 -1.6
C -1.054589 -6.477278 -2.577971 -0.9 0.5 0.2
C -3.594599 -6.272623 -2.517560 1.6 0.2 -0.2
H -3.296948 -5.754846 -0.226967 0.2 0.1 1.3
H -1.061469 -7.480452 -3.004234 0.3 -0.2 0.5
H -0.205846 -6.216708 -1.945663 -0.1 -0.6 0.0
H -0.976180 -5.828889 -3.450637 -0.4 0.4 0.0
H -3.761251 -7.317924 -2.777685 -0.6 0.1 0.1
H -4.394256 -5.776951 -1.967133 0.0 -0.4 0.2
H -3.450232 -5.708626 -3.439066 -0.2 0.0 -0.1
C 4.360023 -7.595806 -0.213934 0.1 -0.5 -0.3
O 5.259109 -8.386474 -0.065224 0.7 -0.5 0.5
N 3.620673 -7.047102 0.764391 -3.7 2.2 0.2
C 2.500490 -6.099682 0.383404 0.8 -1.0 -1.9
C 3.697404 -7.136267 2.225795 1.9 -0.1 -0.7
H 4.060028 -7.314043 -1.235108 -0.3 0.4 0.2
H 2.480526 -5.936318 -0.694099 0.9 -0.1 -0.5
H 2.599971 -5.072328 0.733748 -0.1 -0.3 0.9
H 1.512700 -6.560424 0.392227 -0.2 0.1 1.4
H 4.389147 -7.942124 2.471116 0.0 0.1 0.1
H 4.139801 -6.176217 2.491694 0.1 -0.1 0.7
H 2.783261 -7.255888 2.807287 -0.4 -0.2 -0.8
C 2.377766 -6.271799 -4.341640 1.4 1.6 1.2
O 3.153660 -6.420247 -3.413314 0.0 -1.1 -0.2
N 1.600140 -5.173942 -4.395014 0.0 -0.1 0.1
C 0.831029 -4.987019 -5.570062 -1.0 1.0 0.0
C 1.681343 -4.052579 -3.465341 -0.4 -0.6 1.1
H 2.360800 -6.854316 -5.275765 -0.2 -0.4 0.3
H 0.644419 -5.938099 -6.068784 0.4 0.3 -0.4
H 1.297068 -4.182849 -6.139452 -0.1 -0.3 -0.8
H -0.150196 -4.606568 -5.286243 -0.3 0.1 0.0
H 1.827959 -3.066762 -3.906684 0.1 -0.2 -0.4
H 0.772942 -3.992648 -2.865904 -0.6 0.1 -0.3
H 2.395950 -4.226647 -2.660904 0.6 -0.2 -0.6
C -1.329954 4.489120 2.593217 -1.2 0.6 2.2
O -2.172152 4.064814 1.821540 0.8 0.2 0.6
N -1.561294 4.880006 3.937979 1.6 -0.6 -1.6
C -0.447199 5.575581 4.624293 -0.9 -0.1 -0.7
C -2.849223 4.772075 4.587344 0.2 -0.2 0.1
H -0.258971 4.649792 2.394770 -0.1 -0.2 -0.6
H -0.140940 5.115980 5.564018 -0.4 0.0 0.1
H -0.753461 6.613136 4.757633 0.2 0.1 0.4
H 0.424261 5.567426 3.969631 0.0 0.0 0.0
H -2.709104 4.616081 5.656993 0.1 0.1 0.0
H -3.444426 5.675508 4.454517 -0.2 0.0 -0.1
H -3.369670 3.886897 4.221684 -0.1 0.2 -0.2
O -5.912592 -4.215093 4.723516 1.9 -0.8 -1.0
P -4.690211 -5.024607 4.365465 -0.7 -1.4 -0.6
N -4.207450 -6.101665 5.666281 1.6 1.1 -1.8
C -4.740204 -7.446941 5.865524 -1.8 1.0 0.0
C -3.665858 -5.478652 6.890062 -1.3 0.1 0.0
N -3.345124 -4.150462 3.802504 0.1 0.3 1.5
C -1.926649 -4.685672 3.853801 -1.3 0.7 -0.9
C -3.646058 -3.071656 2.772238 1.0 -1.6 1.1
N -4.946455 -6.058198 2.960366 -0.1 -0.4 1.8
C -5.844993 -5.601542 1.892128 0.2 -1.1 0.8
C -3.944536 -7.142537 2.695240 -0.8 1.2 0.2
H -5.458669 -7.638571 5.068545 0.2 -0.3 -0.2
H -5.379664 -7.383643 6.745975 -0.1 -0.2 0.3
H -4.092000 -8.310597 6.013939 0.7 0.4 -0.3
H -3.202129 -6.223193 7.537148 0.3 0.0 -0.3
H -4.525541 -5.106743 7.447513 -0.1 0.2 0.4
H -3.034264 -4.602266 6.744684 0.2 -0.3 -0.4
H -1.672074 -5.259477 4.744895 -0.5 0.3 0.2
H -1.724416 -5.329037 2.997479 0.0 0.0 -0.2
H -1.276832 -3.816442 3.752409 0.2 0.0 0.2
H -3.573243 -3.534942 1.788282 -0.1 0.1 -0.3
H -4.625439 -2.619790 2.929525 0.1 -0.2 0.1
H -2.853955 -2.328181 2.861176 -0.1 0.2 0.0
H -5.347627 -5.092836 1.066338 0.2 0.5 0.0
H -6.326937 -6.471014 1.445081 -0.1 -0.2 -0.1
H -6.649816 -5.023005 2.345624 0.2 0.3 -0.1
H -3.111191 -6.720052 2.133857 0.2 -0.4 -0.2
H -4.391134 -8.002543 2.196204 -0.2 0.2 -0.4
H -3.586492 -7.560249 3.636206 0.2 0.4 0.0
O 0.778013 -0.970318 -2.307065 0.0 0.6 1.1
P 0.429140 -0.756024 -0.866524 -0.6 0.4 0.6
N -0.358962 0.722005 -0.498036 -0.6 -1.7 0.1
C 0.178801 1.969469 -1.022016 -0.2 0.0 0.4
C -1.394340 0.904799 0.561476 0.4 0.5 -0.8
N 1.702154 -0.811277 0.184567 -1.3 0.1 -1.1
C 2.807467 -1.610512 -0.217934 1.1 0.5 0.4
C 1.665241 -0.364081 1.568842 0.0 0.1 -0.9
N -0.608054 -1.952045 -0.283491 -0.6 -0.5 0.2
C -1.757621 -2.179362 -1.101453 -1.1 1.0 -1.2
C -0.202204 -3.271617 0.223229 1.0 1.1 0.3
H -0.381232 2.760978 -0.524022 0.0 0.2 -0.1
H 0.043211 2.087898 -2.097052 0.1 -0.2 -0.1
H 1.222335 2.113287 -0.741940 0.2 -0.1 -0.3
H -1.989165 0.023569 0.801722 0.5 -0.2 -0.1
H -2.093748 1.668129 0.220505 -0.1 0.0 -0.2
H -0.964536 1.353529 1.457031 0.2 -0.3 0.3
H 3.659479 -0.958981 -0.023856 0.7 -0.5 -0.1
H 2.837651 -2.507317 0.400895 0.4 -0.4 -0.1
H 2.786293 -1.832500 -1.284881 -0.2 -0.1 0.2
H 0.636720 -0.425756 1.924398 0.1 0.1 0.4
H 2.344943 -0.996567 2.139857 -0.2 -0.1 0.2
H 2.052039 0.654049 1.612553 -0.1 0.1 0.3
H -2.149838 -1.220445 -1.440180 -0.2 0.2 0.0
H -1.562430 -2.713450 -2.031374 0.4 -0.4 -0.2
H -2.582530 -2.699292 -0.614315 0.1 -0.1 0.5
H 0.620252 -3.135321 0.925430 0.0 -0.2 0.1
H 0.134963 -3.924644 -0.581723 0.0 -0.2 -0.1
H -1.044125 -3.741968 0.731189 0.1 0.1 0.0
O -4.431553 -1.016005 -6.352908 -0.1 -1.0 -0.3
P -3.688905 0.011853 -5.626096 2.6 -0.5 1.9
N -4.136232 -0.004933 -3.968665 0.4 1.7 -1.2
C -4.898201 -1.130231 -3.377994 0.1 1.8 -1.5
C -3.941485 1.166097 -3.083368 -0.5 -0.6 0.0
N -3.843207 1.534182 -6.317822 0.2 -0.2 1.7
C -5.145950 2.110092 -6.118378 -1.0 1.2 -0.7
C -3.271978 1.694780 -7.643149 1.1 -0.9 -0.1
N -1.937885 -0.277957 -5.570211 -1.7 -0.7 -1.3
C -0.988536 0.586145 -4.897266 -0.8 0.6 0.3
C -1.452258 -1.676089 -5.736970 0.4 0.9 0.7
H -4.466802 -1.310392 -2.393348 -0.2 -0.6 -0.1
H -4.903429 -1.914523 -4.134941 0.3 -0.4 0.6
H -5.930586 -0.782118 -3.344654 -0.3 -0.2 0.7
H -3.643979 2.106109 -3.548084 0.4 -0.4 -0.5
H -3.237687 0.908529 -2.291891 0.2 0.1 0.2
H -4.879189 1.451723 -2.606674 -0.3 -0.2 0.2
H -5.081703 3.151216 -6.434674 -0.1 0.1 -0.1
H -5.917310 1.658316 -6.742077 -0.1 -0.3 -0.1
H -5.544866 2.162096 -5.105336 0.5 -0.4 0.2
H -3.319112 2.684549 -8.097279 -0.4 0.2 0.6
H -2.220467 1.438976 -7.512822 0.2 0.1 -0.3
H -3.638588 0.972403 -8.372442 -0.4 0.0 -0.1
H -1.273472 0.836662 -3.875425 0.0 -0.5 0.5
H 0.004165 0.137349 -4.862362 -0.1 0.0 -0.1
H -0.967245 1.585820 -5.331214 0.3 0.0 -0.7
H -0.538397 -1.687365 -6.330962 -0.2 0.1 -0.9
H -2.208588 -2.368582 -6.106469 0.0 0.3 -0.1
H -1.016504 -2.025473 -4.800939 -0.6 -0.3 0.6
O -2.846075 8.239553 -4.466647 0.3 -2.1 0.4
P -2.006308 7.096460 -3.954679 -0.1 2.2 0.8
N -0.362269 7.417000 -4.242948 0.3 -0.3 -0.4
C 0.268072 7.107865 -5.571162 -1.8 -0.5 0.7
C 0.053862 8.720111 -3.695211 0.4 -0.4 -0.8
N -2.321649 5.578901 -4.488701 0.2 -2.3 -1.7
C -1.551293 4.394886 -3.990838 0.4 1.4 0.1
C -3.352778 5.247478 -5.524672 -0.5 0.9 1.1
N -2.093880 6.982507 -2.248991 1.4 1.1 -0.8
C -3.372101 7.098609 -1.578855 -0.4 -1.0 0.3
C -1.023830 6.393218 -1.453188 -0.1 0.2 0.2
H -0.144683 7.751064 -6.348362 0.5 0.6 0.0
H -0.098485 6.134618 -5.897531 0.1 -0.3 0.2
H 1.357250 7.065670 -5.568587 -0.1 0.4 0.3
H -0.528121 8.925284 -2.796713 0.5 0.1 0.1
H -0.043592 9.547850 -4.397661 -0.7 0.1 -0.2
H 1.138862 8.675273 -3.601069 0.1 -0.1 0.9
H -2.108652 3.768772 -3.294112 -0.2 -0.1 -0.2
H -1.082970 3.826323 -4.794275 -0.6 -0.2 -0.4
H -0.664234 4.736274 -3.457297 -0.1 0.3 0.3
H -4.284050 5.082370 -4.982854 -0.3 0.3 -0.1
H -3.477841 6.084555 -6.211522 0.0 0.0 0.1
H -3.267664 4.329531 -6.106247 1.2 -0.1 0.2
H -4.031467 7.852782 -2.008468 0.3 0.0 0.0
H -3.880541 6.134816 -1.552663 -0.4 -0.2 -0.6
H -3.246660 7.217679 -0.502660 0.4 0.8 0.0
H -0.949361 6.817251 -0.451816 -0.9 0.0 0.3
H -0.008570 6.645448 -1.759348 -0.2 -0.4 -1.0
H -1.193410 5.319201 -1.376762 0.5 -0.2 0.3
O 4.886532 1.546189 0.872776 0.1 1.8 -1.2
P 5.120140 2.932000 0.300232 0.1 -0.8 -0.5
N 3.987107 4.028532 0.969929 1.2 0.1 0.2
C 4.307073 5.445355 1.185103 -0.4 -0.3 0.2
C 2.617823 3.589136 1.136647 0.2 -0.7 0.0
N 4.920808 3.018769 -1.438744 0.0 1.0 0.3
C 5.016207 4.210245 -2.391794 -0.4 -0.8 1.6
C 4.798348 1.776093 -2.211316 0.5 -0.9 1.3
N 6.694592 3.464915 0.707024 -1.6 -1.5 -0.3
C 7.266511 4.613333 0.089082 0.0 1.2 -0.6
C 7.413610 2.844579 1.828928 0.0 0.6 -0.2
H 4.316164 6.001516 0.247709 0.2 0.2 0.0
H 5.224562 5.582711 1.757343 0.2 -0.2 -0.4
H 3.572144 5.924996 1.831563 -0.4 -0.3 -0.1
H 1.965629 3.785485 0.285654 0.0 0.3 -0.1
H 2.155371 3.967123 2.048450 0.1 0.5 0.1
H 2.632106 2.510329 1.291763 0.0 0.0 -0.2
H 4.207853 4.154756 -3.120891 0.1 -0.2 0.0
H 4.868678 5.149274 -1.858348 0.3 0.0 0.1
H 5.964581 4.189003 -2.928667 0.0 0.1 0.0
H 5.690312 1.155426 -2.126102 0.4 0.1 -0.1
H 4.048710 1.155881 -1.719898 -0.4 -0.1 -0.5
H 4.635788 1.917887 -3.279760 -0.3 0.4 0.3
H 8.232106 4.893034 0.510394 0.1 -0.5 -0.1
H 7.330644 4.506122 -0.993731 0.4 -0.2 -0.1
H 6.673338 5.516900 0.229826 -0.2 0.1 0.1
H 7.220578 1.780419 1.964594 -0.7 0.3 0.0
H 7.185562 3.469735 2.692221 0.3 -0.5 0.6
H 8.488269 2.862035 1.647515 0.1 0.4 -0.2
O 3.251220 1.583128 8.065219 -0.9 -1.1 -1.1
P 2.364609 1.212122 6.911116 -0.4 -0.8 0.5
N 2.829482 1.994078 5.483765 -3.2 0.8 0.7
C 2.733691 3.459219 5.420837 -0.3 0.0 0.4
C 3.799167 1.387693 4.638367 0.5 0.0 -0.1
N 0.732283 1.616058 7.275026 0.7 0.3 -0.5
C 0.187865 1.353004 8.627396 0.7 0.8 0.1
C -0.246133 1.952890 6.233952 0.1 -0.4 0.1
N 2.366811 -0.512997 6.477718 -1.4 2.8 -0.5
C 3.199991 -1.320919 7.272397 1.1 -0.5 1.5
C 1.335820 -1.201431 5.592751 2.0 1.2 1.0
H 2.558617 3.837436 4.413663 0.3 -0.4 -0.3
H 3.595721 3.977079 5.841349 0.3 -0.1 0.0
H 1.868287 3.842536 5.961428 0.0 -0.3 0.4
H 3.997490 2.029529 3.779981 0.4 0.3 0.2
H 3.483027 0.458014 4.165244 -0.2 -0.1 0.5
H 4.638941 1.269120 5.323076 0.9 -0.5 -0.9
H -0.100645 0.321881 8.831456 -0.3 0.0 -0.3
H 0.860434 1.653383 9.430849 0.8 -0.3 -0.4
H -0.599950 2.071909 8.852387 -0.6 -0.3 -0.5
H 0.054156 2.756740 5.561827 0.3 0.2 0.2
H -0.463812 1.119423 5.566078 -0.2 -0.2 0.0
H -1.179751 2.252108 6.710329 0.0 0.0 0.0
H 4.111692 -0.788147 7.542651 0.2 0.1 -0.3
H 2.786497 -1.523212 8.260433 -0.4 -0.5 0.2
H 3.500195 -2.266841 6.821607 -0.2 0.0 -0.3
H 1.937858 -1.374265 4.700695 -0.7 -0.4 -0.5
H 0.477063 -0.555509 5.409926 0.2 -0.2 0.0
H 1.039508 -2.148354 6.044012 -0.1 0.1 0.0